<a>
Computed, not measured: an isolated molecule of C3H4N2OS, with ωB97M-V with the def2-TZVPD basis set.

Results
Lowest unoccupied orbital energy ... 0.0286 hartree
HOMO-LUMO gap ... 10.22 eV
E_HOMO ... -9.4 eV

Each line ends with the natural charge from an NBO analysis.
Positions of all 11 atoms, in Å:
S: 2.32 0.52 -0.94  -0.0195
N: -0.97 -1.12 0.17  -0.5089
O: -2.27 0.38 -0.73  -0.2812
H: 3.47 0.24 -0.37  0.1240
H: 1.52 -0.41 1.26  0.2453
C: -0.34 0.08 0.18  0.3039
C: -2.11 -0.83 -0.32  0.3831
N: -1.04 1.00 -0.37  -0.1488
H: 1.26 1.33 1.10  0.2405
C: 1.17 0.37 0.52  -0.5489
H: -3.02 -1.56 -0.50  0.2103

<b>
Computed, not measured: a cluster of 2 separate species, C3H4N2OS in total, with ωB97M-V with the def2-TZVPD basis set.

Results
Lowest unoccupied orbital energy ... -0.0545 hartree
HOMO-LUMO gap ... 7.09 eV
E_HOMO ... -8.6 eV

Each line ends with the natural charge from an NBO analysis.
Positions of all 11 atoms, in Å:
N: 0.24 0.13 -1.19  0.0638
C: -0.90 -0.35 0.67  -0.3682
N: 1.28 0.04 -0.26  -0.3012
C: -0.94 -0.21 -0.72  -0.0265
C: 0.54 -0.34 0.78  0.0066
O: 0.32 0.73 -2.55  -0.4706
S: 1.48 -0.36 2.29  0.0239
H: 1.07 2.07 -2.26  0.4468
H: -1.89 -0.05 -1.20  0.2309
H: 0.51 -1.16 2.99  0.1377
H: -1.71 -0.50 1.45  0.2567

Least stable = <b>

<a>
Computed, not measured: an isolated molecule of C2H4ClFO2, with ωB97M-V with the def2-TZVPD basis set.

Results
Lowest unoccupied orbital energy ... 0.0176 hartree
HOMO-LUMO gap ... 10.39 eV
E_HOMO ... -9.9 eV

Each line ends with the natural charge from an NBO analysis.
Positions of all 10 atoms, in Å:
H: -0.32 2.12 0.18  0.1626
O: 0.27 -1.83 1.10  -0.6949
C: 0.15 1.35 -0.48  -0.2685
O: 0.60 0.37 0.34  -0.5913
C: -0.29 -1.03 0.25  0.7942
F: -0.23 -1.37 -1.06  -0.3263
Cl: -1.92 -0.60 0.62  0.0127
H: 1.32 -1.84 1.16  0.5384
H: 1.08 1.88 -0.86  0.1884
H: -0.67 0.94 -1.25  0.1847

<b>
Computed, not measured: a cluster of 2 separate species, C2H4ClFO2 in total, with ωB97M-V with the def2-TZVPD basis set.

Results
Lowest unoccupied orbital energy ... 0.0185 hartree
HOMO-LUMO gap ... 10.70 eV
E_HOMO ... -10.2 eV

Each line ends with the natural charge from an NBO analysis.
Positions of all 10 atoms, in Å:
O: 0.26 2.14 0.94  -0.4864
H: 1.85 1.09 -0.91  0.1972
C: 1.22 0.38 -0.37  0.1171
Cl: 2.24 -0.55 0.77  -0.0460
F: 0.66 -0.48 -1.25  -0.3352
O: -1.86 -1.20 0.19  -0.9463
H: -0.64 0.33 0.81  0.1740
H: -1.24 -1.68 -0.38  0.4810
H: -2.65 -1.06 -0.33  0.4778
C: 0.17 1.02 0.54  0.3668

Least stable = <a>

<a>
Computed, not measured: an isolated molecule of C6H5FO, with ωB97M-V with the def2-TZVPD basis set.

Results
Lowest unoccupied orbital energy ... -0.0138 hartree
HOMO-LUMO gap ... 10.05 eV
E_HOMO ... -10.4 eV

Each line ends with the natural charge from an NBO analysis.
Positions of all 13 atoms, in Å:
H: -0.99 2.15 -0.14  0.2046
F: -2.54 -0.93 -0.76  -0.3724
O: 0.37 -2.09 0.12  -0.4648
H: 4.26 -0.10 -0.42  0.2558
H: -2.61 0.62 0.61  0.1826
H: 0.76 1.60 -0.24  0.2145
C: 3.18 -0.29 -0.25  -0.1785
H: -1.99 -1.01 1.15  0.1893
C: 1.93 -0.35 -0.24  -0.1636
C: -1.99 -0.21 0.33  0.0292
C: 0.48 -0.91 -0.05  0.5250
C: -0.58 0.12 0.00  -0.1719
C: -0.29 1.39 -0.11  -0.2497

<b>
Computed, not measured: an isolated molecule of C6H5FO, with ωB97M-V with the def2-TZVPD basis set.

Results
Lowest unoccupied orbital energy (alpha / beta) ... -0.0257 / -0.0234 hartree
HOMO-LUMO gap (alpha / beta) ... 7.20 / 7.67 eV
E_HOMO (alpha / beta) ... -7.9 / -8.3 eV

Each line ends with the natural charge from an NBO analysis.
Positions of all 13 atoms, in Å:
C: 0.88 -0.50 0.27  -0.3404
C: 1.47 0.69 -0.64  -0.3881
H: 0.97 0.50 -1.56  0.2289
C: -1.79 0.85 0.07  0.6551
C: -1.60 -0.50 -0.04  0.1131
C: -0.39 -1.14 -0.06  -0.0556
H: 2.57 0.61 -0.59  0.2129
F: -2.80 -1.24 -0.08  -0.3304
H: -0.49 -2.14 -0.30  0.2209
H: 1.24 1.25 1.56  0.2097
H: 1.68 -1.16 0.80  0.2246
C: 0.77 1.01 0.62  -0.3221
O: -2.51 1.78 -0.05  -0.4288

Least stable = <b>